[1]
A molecular structure, C47H53CsN4O3P2S at a distorted geometry, computed with the ωB97M-V functional and the def2-TZVPD basis.

Its HOMO energy is -2.29 eV. The lowest unoccupied orbital energy comes out at 0.13711 Ha. The frontier orbital gap is 0.22123 Ha.

Geometry as ORCA input:
```
! wB97M-V def2-TZVPD RIJCOSX def2/J DEFGRID3
* xyz -2 1
Cs 0.3994 -0.1869 1.1278
O 0.6195 -2.5856 1.9374
C 1.3343 -3.3065 2.7136
C 1.0125 -3.4076 4.0963
C 1.7450 -4.1504 4.9855
C 2.8329 -4.9023 4.5462
C 3.1566 -4.8653 3.2066
C 2.4704 -4.0740 2.2889
C 2.9776 -4.1142 0.9165
N 3.2166 -3.1888 0.0826
C 2.9607 -1.8386 0.4708
C 4.0825 -0.8709 0.0855
N 3.7010 0.3884 0.6484
C 4.0366 0.5905 1.8572
C 3.5766 1.6506 2.7060
C 4.3829 1.9968 3.7903
C 4.0401 2.9868 4.6799
C 2.8292 3.6587 4.4954
C 1.9928 3.3213 3.4692
C 2.2889 2.2817 2.5290
O 1.4433 1.9261 1.6691
H 0.1551 -2.8323 4.4291
H 1.4716 -4.1573 6.0358
H 3.4303 -5.4841 5.2383
H 4.0111 -5.4305 2.8445
H 3.2697 -5.1126 0.5761
H 2.8231 -1.7369 1.5519
H 2.0446 -1.4953 -0.0113
H 4.1622 -0.7897 -1.0000
H 5.0368 -1.2523 0.4935
H 4.7510 -0.1077 2.3513
H 5.3242 1.4664 3.9126
H 4.6781 3.2359 5.5164
H 2.5553 4.4593 5.1766
H 1.0462 3.8315 3.3288
C 2.5546 -1.4968 -3.5520
C 1.2108 -1.0206 -3.0144
C 0.0980 -1.9880 -3.4016
C 0.8869 0.4247 -3.4352
C 0.4268 0.6003 -4.9070
O -0.9664 0.8585 -4.8190
C -1.2198 1.0835 -3.4896
N -0.2551 0.8980 -2.6926
C -2.5269 1.5674 -3.0996
C -3.5985 1.4432 -3.9824
C -4.8406 1.9322 -3.6376
C -4.9980 2.6008 -2.4320
C -3.9295 2.7542 -1.5716
C -2.6820 2.2067 -1.8595
P -1.3163 2.1544 -0.6365
C -1.8254 3.4949 0.5206
C -1.8306 3.2136 1.8800
C -2.1815 4.1782 2.8054
C -2.5176 5.4526 2.3803
C -2.4830 5.7558 1.0296
C -2.1374 4.7859 0.1068
C -0.1781 3.3187 -1.5610
C 1.1099 3.4432 -1.0539
C 2.0238 4.2950 -1.6471
C 1.6719 5.0369 -2.7640
C 0.3964 4.9108 -3.2864
C -0.5181 4.0626 -2.6875
H 2.8082 -2.4461 -3.0853
H 3.3303 -0.7778 -3.3047
H 2.5359 -1.6324 -4.6339
H 1.2749 -0.9948 -1.9245
H 0.0404 -2.1221 -4.4833
H -0.8570 -1.6193 -3.0350
H 0.2866 -2.9575 -2.9465
H 1.7505 1.0620 -3.2123
H 0.5861 -0.2793 -5.5339
H 0.9079 1.4684 -5.3751
H -3.4383 0.9517 -4.9320
H -5.6848 1.8010 -4.3009
H -5.9635 2.9955 -2.1514
H -4.0618 3.2781 -0.6368
H -1.5835 2.2135 2.1974
H -2.1959 3.9425 3.8628
H -2.8160 6.2060 3.0984
H -2.7299 6.7549 0.6922
H -2.1238 5.0342 -0.9460
H 1.3886 2.8674 -0.1843
H 3.0189 4.3778 -1.2332
H 2.3820 5.7106 -3.2308
H 0.1055 5.4792 -4.1643
H -1.5088 3.9758 -3.1174
C -0.9657 -5.8988 -0.0608
C -0.2421 -4.5596 -0.0419
P -1.1751 -3.0038 0.3848
C -2.5469 -3.2161 -0.9030
C -3.3236 -1.9209 -1.0794
C -2.1153 -3.6311 1.8620
C -2.7896 -2.5109 2.6393
H -0.2595 -6.6797 -0.3474
H -1.7891 -5.9057 -0.7711
H -1.3530 -6.1467 0.9241
H 0.2096 -4.3683 -1.0203
H 0.5752 -4.6126 0.6732
H -3.2285 -4.0341 -0.6495
H -2.0552 -3.4692 -1.8478
H -3.9468 -1.7212 -0.2120
H -3.9707 -1.9603 -1.9579
H -2.6420 -1.0775 -1.1880
H -1.3898 -4.1327 2.5053
H -2.8580 -4.3631 1.5314
H -2.0326 -1.8634 3.0754
H -3.4090 -2.9169 3.4428
H -3.4144 -1.9005 1.9915
S -5.7767 0.8396 0.6060
C -4.1769 0.9175 0.5650
N -3.0099 0.9755 0.5212
*
```

=====

[2]
2 unconnected molecules or ions with the total composition C8H18NOS at a distorted geometry, computed with the ωB97M-V functional and the def2-TZVPD basis.

Its HOMO energy is -11.52 eV. The lowest unoccupied orbital energy comes out at -0.13524 Ha. The frontier orbital gap is 0.28812 Ha.

Geometry as ORCA input:
```
! wB97M-V def2-TZVPD RIJCOSX def2/J DEFGRID3
* xyz 1 1
C 0.9925 0.5001 -2.2548
C 0.9908 0.2290 -0.7351
C -0.7426 -2.6770 -1.4348
C -0.0971 1.8377 1.8966
C 2.0397 -0.7440 1.9556
C -1.1620 -1.2841 -0.8317
C 0.0631 -0.6499 -0.1661
C -1.1493 1.4967 0.9336
N -1.2305 2.0908 -0.2578
O -2.1168 0.6360 1.1316
S 0.3514 -1.2278 1.4685
H 0.7575 1.4856 -2.5333
H 2.0395 0.4188 -2.5774
H 1.8289 0.6246 -0.1992
H -1.4429 -3.4522 -1.0628
H -0.7865 -2.6825 -2.5106
H 0.2232 -3.0271 -1.1485
H -0.0210 0.9166 2.5948
H -0.4910 2.7593 2.3115
H 0.8021 2.1284 1.3222
H 1.9769 -0.9882 3.0590
H 1.9623 0.3393 1.6756
H 2.9116 -1.2001 1.4794
H -2.0330 -1.3803 -0.1302
H -1.5176 -0.5240 -1.5874
H -0.4739 2.5979 -0.7213
H 0.5452 -0.4025 -2.7588
H -1.9073 1.8923 -0.9355
H -2.3132 0.2867 2.0170
*
```

=====

[3]
C7H8O in the gas phase at a distorted geometry, computed with the ωB97M-V functional and the def2-TZVPD basis.

As for the SMILES: C[C@@]12C=C[C@@H](C1)C2=O. Its HOMO energy is -9.14 eV. The lowest unoccupied orbital energy comes out at 0.03516 Ha. The frontier orbital gap is 0.37111 Ha.

Geometry as ORCA input:
```
! wB97M-V def2-TZVPD RIJCOSX def2/J DEFGRID3
* xyz 0 1
C -1.2465 -1.4977 -0.4606
C -0.3900 -0.3670 -0.0060
C -0.5998 0.9956 -0.6786
C 0.3961 1.7888 -0.2565
C 1.2996 0.7563 0.4150
C 0.2660 0.0272 1.3440
C 1.1126 -0.3523 -0.5323
O 1.7615 -1.1811 -1.0915
H -2.2418 -1.7181 0.0899
H -0.8421 -2.3721 -0.2395
H -1.3233 -1.5019 -1.5959
H -1.5826 1.4877 -0.9871
H 0.7811 2.8800 -0.4746
H 2.2782 1.2273 0.6530
H 0.7012 -0.8276 1.7599
H -0.3703 0.6551 2.0608
*
```

=====

| no. | molecular weight (g mol⁻¹) | E (a.u.) |
| --- | --- | --- |
| 1 | 948.89 | -3368.59740 |
| 2 | 176.31 | -843.49115 |
| 3 | 108.14 | -346.64046 |